ORCA calculation (ωB97M-V with the def2-TZVPD basis set) on CH2Cl2O2P2 as an isolated structure at a distorted geometry.

As for the total energy: -1792.93788 a.u.

```
9
Properties=species:S:1:pos:R:3:nbo_charge:R:1
Cl 2.727 -2.046 0.098 -0.217
Cl 3.865 0.628 -1.205 -0.135
P 0.827 1.819 0.559 1.411
P 2.433 -0.068 -0.173 1.705
O 2.280 0.388 1.309 -1.048
O 1.855 2.744 0.078 -1.072
C 0.876 0.379 -0.862 -1.211
H 0.189 -0.454 -1.078 0.285
H 0.969 1.108 -1.762 0.283
```